[1]
DFT (ωB97M-V/def2-TZVPD) results for a 4-piece molecular cluster, C24H46ClNO9 overall in a non-equilibrium geometry.

Last column: Löwdin charge in e.
Positions of all 81 atoms, in Å:
1 C 1.118549 -1.154223 -2.096458  -0.01
2 C 1.251253 0.386168 -1.976116  -0.36
3 C 2.501569 0.706836 -1.159284  -0.10
4 N 3.187952 1.971735 -1.489324  -0.09
5 C 2.526492 3.176992 -0.977616  -0.04
6 C 3.542696 2.077686 -2.833819  -0.60
7 O 2.864573 2.564565 -3.714824  0.05
8 O 4.786464 1.509896 -3.115486  -0.44
9 Cl 5.232771 1.771209 -4.720694  0.74
10 O 0.061580 0.909203 -1.372055  -0.10
11 C -0.805533 1.410681 -2.379157  -0.16
12 C -2.118608 1.885496 -1.808052  -0.20
13 C -2.203438 2.945436 -0.937992  -0.03
14 C -3.429346 3.357042 -0.481083  -0.08
15 C -4.571744 2.731764 -0.894513  -0.10
16 C -4.512232 1.655580 -1.752377  -0.08
17 C -3.277368 1.259991 -2.196534  -0.06
18 H 0.713132 -1.603517 -1.191753  0.07
19 H 0.487211 -1.372253 -2.964679  0.08
20 H 2.101146 -1.558662 -2.352293  0.08
21 H 1.275451 0.752367 -3.006421  0.13
22 H 3.236466 -0.098195 -1.234310  0.13
23 H 2.240375 0.758302 -0.098455  0.14
24 H 3.295014 3.801255 -0.501751  0.09
25 H 2.066006 3.798848 -1.750027  0.09
26 H 1.805160 2.950750 -0.193467  0.08
27 H -1.039018 0.608344 -3.093047  0.12
28 H -0.345840 2.262229 -2.903334  0.14
29 H -1.284464 3.440817 -0.638723  0.12
30 H -3.463220 4.201287 0.199147  0.10
31 H -5.544046 3.076014 -0.556397  0.11
32 H -5.416873 1.149387 -2.064007  0.11
33 H -3.233958 0.416785 -2.883292  0.11
34 C -2.329861 -6.260492 -2.873709  -0.11
35 O -3.067345 -6.240747 -1.663831  -0.19
36 C -2.241910 -6.324480 -0.511808  -0.20
37 C -2.060098 -4.970608 0.141142  -0.20
38 O -1.314459 -4.088373 -0.686269  -0.22
39 C -2.136636 -3.146718 -1.357845  -0.10
40 H -3.005062 -5.977161 -3.680338  0.09
41 H -1.494139 -5.557000 -2.851658  0.08
42 H -1.955322 -7.270234 -3.072921  0.09
43 H -1.272271 -6.767460 -0.759505  0.13
44 H -2.745018 -6.990931 0.195889  0.13
45 H -1.487759 -5.103922 1.065940  0.12
46 H -3.028319 -4.534718 0.403188  0.13
47 H -2.491139 -2.387538 -0.652374  0.09
48 H -2.991957 -3.624553 -1.840501  0.09
49 H -1.535115 -2.655282 -2.121435  0.08
50 C 3.183387 -4.833692 0.348902  -0.11
51 O 2.490543 -3.599978 0.286789  -0.19
52 C 1.233032 -3.649352 0.955532  -0.21
53 C 1.307215 -2.988998 2.315469  -0.19
54 O 2.139425 -3.715985 3.210402  -0.19
55 C 3.421863 -3.135834 3.364596  -0.11
56 H 4.206627 -4.659754 0.016360  0.09
57 H 3.207835 -5.235529 1.364587  0.08
58 H 2.719230 -5.562939 -0.324220  0.09
59 H 0.878901 -4.680420 1.040548  0.12
60 H 0.520611 -3.104283 0.338588  0.09
61 H 0.303269 -2.978490 2.752895  0.13
62 H 1.646907 -1.952725 2.221923  0.12
63 H 3.357025 -2.226086 3.971487  0.09
64 H 3.878603 -2.898678 2.400801  0.08
65 H 4.054950 -3.854845 3.883244  0.09
66 C -0.724983 6.416546 4.963676  -0.11
67 O 0.467486 6.017703 4.310193  -0.19
68 C 0.441766 4.660981 3.891742  -0.20
69 C 0.162445 4.541575 2.408553  -0.21
70 O -1.154524 4.966558 2.087962  -0.20
71 C -1.187123 6.267855 1.526832  -0.11
72 H -0.709084 7.502182 5.052874  0.09
73 H -1.614234 6.123223 4.400927  0.08
74 H -0.768090 5.986063 5.969781  0.09
75 H -0.290415 4.089393 4.469812  0.13
76 H 1.432560 4.243185 4.097039  0.13
77 H 0.235521 3.486149 2.123833  0.12
78 H 0.904616 5.100688 1.830234  0.12
79 H -0.809937 6.247820 0.498257  0.09
80 H -0.602365 6.978388 2.115049  0.08
81 H -2.224822 6.599684 1.509562  0.09

Forces on the atoms, in the same order (eV/Å):
C 0.15 0.67 -0.71
C -0.40 -1.46 0.11
C 0.27 0.19 0.09
N -0.04 -0.15 0.11
C 0.57 0.82 0.29
C -0.86 0.26 -1.59
O 0.88 -0.13 1.08
O -0.71 0.40 0.48
Cl 0.11 -0.27 0.15
O 0.35 0.49 -0.11
C -0.57 0.18 0.11
C 0.67 -0.50 -0.22
C 0.87 0.18 0.07
C 0.39 1.01 0.67
C -1.33 -0.03 0.15
C -0.32 0.20 0.12
C -0.24 -1.19 -0.82
H 0.13 -0.01 -0.05
H -0.21 -0.15 0.33
H -0.13 -0.22 0.24
H 0.57 0.30 0.18
H -0.13 0.04 -0.22
H -0.07 0.01 -0.13
H -0.11 -0.03 -0.09
H -0.18 -0.35 -0.02
H -0.07 -0.28 -0.27
H 0.20 0.18 -0.10
H 0.20 -0.26 -0.03
H -0.14 0.07 0.14
H -0.13 -0.07 0.00
H 0.11 0.03 0.09
H 0.06 -0.01 -0.05
H 0.15 0.06 0.06
C -0.10 -0.05 -0.04
O 0.20 0.09 -0.06
C -0.40 -0.03 0.07
C 0.43 -0.07 0.04
O -0.38 -0.03 -0.21
C 0.04 0.11 0.01
H -0.04 -0.02 0.05
H 0.02 -0.02 0.02
H 0.08 0.03 -0.03
H 0.03 0.07 -0.01
H 0.04 0.00 0.03
H -0.06 -0.01 0.03
H -0.03 -0.02 -0.05
H -0.08 0.03 -0.05
H -0.01 -0.03 0.03
H 0.07 -0.03 0.06
C 0.08 0.07 -0.14
O -0.01 -0.21 0.20
C 0.25 0.53 -0.11
C -0.18 -0.40 0.18
O 0.15 0.12 -0.11
C -0.02 -0.04 0.09
H -0.03 0.04 -0.03
H -0.03 -0.01 0.00
H 0.00 -0.07 0.07
H 0.04 -0.01 0.04
H -0.08 -0.07 0.04
H -0.01 0.06 -0.03
H 0.03 -0.01 -0.04
H 0.06 0.04 -0.04
H -0.02 0.02 -0.01
H -0.07 -0.02 0.03
C 0.08 0.07 0.06
O -0.21 -0.05 -0.04
C 0.36 0.20 -0.03
C -0.29 -0.36 0.05
O 0.12 0.21 -0.01
C -0.10 -0.04 -0.05
H 0.07 -0.02 -0.01
H 0.00 -0.03 0.01
H -0.09 -0.02 -0.01
H -0.05 0.01 -0.06
H -0.02 -0.05 -0.01
H 0.04 0.00 0.00
H 0.00 0.06 0.04
H 0.04 0.07 0.00
H 0.03 -0.01 0.00
H -0.01 -0.07 0.00

Computed properties:
Lowest unoccupied orbital energy, eV: 0.06
Largest force on an atom, Eh/bohr: 0.0355
Frontier orbital gap, eV: 9.22
Energy relative to the best compared isomer or geometry (same formula, charge and spin), kJ/mol: 0.00
SMILES string: C[C@H](CN(C)C(=O)OCl)OCc1ccccc1.COCCOC.COCCOC.COCCOC

---

[2]
DFT (ωB97M-V/def2-TZVPD) results for a 3-piece molecular cluster, C24H46FN3O5S overall in a non-equilibrium geometry.

Last column: Löwdin spin population.
Positions of all 80 atoms, in Å:
1 C 3.672932 0.438396 -4.558319  0.00
2 C 3.010768 0.810198 -5.648638  0.00
3 C 2.517583 1.644251 -6.931667  0.00
4 N 1.368641 2.567799 -6.692323  0.00
5 C 0.056286 1.870369 -6.491409  0.00
6 C -0.517411 1.862774 -4.983875  0.00
7 C -1.782733 0.815653 -4.875636  0.00
8 O -2.276559 0.379205 -6.176234  0.00
9 S 1.694534 3.811962 -5.556631  0.00
10 O 0.559426 4.842137 -5.549669  0.00
11 O 2.924129 4.562380 -6.080989  0.00
12 F 2.094463 3.293580 -4.004995  0.00
13 H 4.419637 0.010010 -3.779311  0.00
14 H 2.175318 0.898000 -7.759557  0.00
15 H 3.362396 2.277927 -7.425734  0.00
16 H -0.733396 2.437155 -7.140366  0.00
17 H 0.126201 0.812126 -6.976508  0.00
18 H -0.979100 2.907411 -4.784814  0.00
19 H 0.241111 1.553662 -4.175232  0.00
20 H -1.467248 -0.144844 -4.297064  0.00
21 H -2.682706 1.319792 -4.328449  0.00
22 H -2.691455 1.146396 -6.654480  0.00
23 C 1.418774 -0.482603 -1.713407  0.00
24 C 0.167101 -1.098796 -1.034792  0.02
25 C 0.438164 -1.304712 0.473647  0.01
26 C 1.371005 -2.476890 0.765610  0.00
27 C 0.879850 -3.751478 0.086927  0.01
28 C 0.619659 -3.574889 -1.426192  0.02
29 N -0.212308 -2.368449 -1.731500  0.32
30 O -1.509678 -2.661823 -1.385336  0.60
31 C 1.968870 -3.492466 -2.181320  0.00
32 C -0.013433 -4.886081 -1.973914  0.00
33 C -0.914223 0.008891 -1.188362  0.00
34 H 2.357558 -0.832324 -1.282593  0.00
35 H 1.429971 -0.684138 -2.789159  0.00
36 H 1.444728 0.608374 -1.602033  0.00
37 H -0.507142 -1.477627 1.002329  0.00
38 H 0.865047 -0.393207 0.907627  0.00
39 H 2.391737 -2.245087 0.445514  0.00
40 H 1.423386 -2.638269 1.847692  0.00
41 H 1.613550 -4.548907 0.252591  0.00
42 H -0.039422 -4.078803 0.588298  0.00
43 H 1.812830 -3.268641 -3.241821  0.00
44 H 2.505285 -4.445898 -2.128384  0.00
45 H 2.657833 -2.755140 -1.774430  0.00
46 H -0.940552 -5.155811 -1.460388  0.00
47 H 0.668006 -5.732512 -1.840054  0.00
48 H -0.226175 -4.802470 -3.044837  0.00
49 H -1.136543 0.197300 -2.243859  0.00
50 H -0.569223 0.952043 -0.751272  0.00
51 H -1.849307 -0.235918 -0.678052  0.00
52 C -3.277832 1.009679 5.373093  0.00
53 C -2.089234 0.095321 4.974973  0.02
54 C -1.490455 -0.563921 6.239345  0.01
55 C -0.671016 0.399958 7.093382  0.00
56 C 0.386690 1.111359 6.256194  0.01
57 C -0.191102 1.794226 4.995992  0.02
58 N -1.079035 0.886044 4.203197  0.32
59 O -0.271889 -0.005652 3.539005  0.60
60 C -0.967637 3.070114 5.403816  0.00
61 C 0.990637 2.352968 4.152521  0.00
62 C -2.755417 -1.016450 4.114416  0.00
63 H -3.138107 1.502191 6.335776  0.00
64 H -3.466036 1.773395 4.612496  0.00
65 H -4.209110 0.440034 5.478100  0.00
66 H -0.844821 -1.403080 5.952194  0.00
67 H -2.289866 -0.993637 6.854209  0.00
68 H -1.323209 1.130313 7.582162  0.00
69 H -0.182117 -0.155909 7.900672  0.00
70 H 0.899936 1.849695 6.882974  0.00
71 H 1.150250 0.378541 5.967089  0.00
72 H -1.469359 3.517940 4.539764  0.00
73 H -0.289075 3.827246 5.810956  0.00
74 H -1.709879 2.905057 6.181977  0.00
75 H 1.710169 1.580355 3.866978  0.00
76 H 1.553853 3.101056 4.719747  0.00
77 H 0.627739 2.837933 3.240248  0.00
78 H -3.202224 -0.596236 3.207149  0.00
79 H -3.554031 -1.514981 4.674050  0.00
80 H -2.055991 -1.803568 3.820894  0.00

Forces on the atoms, in the same order (eV/Å):
C -2.79 1.63 -6.28
C 4.18 -0.81 5.32
C 1.00 -1.00 -0.29
N 0.17 -0.58 2.26
C -1.88 -0.39 -0.38
C -1.35 -0.45 -0.15
C -0.18 0.23 0.32
O 0.03 1.14 0.23
S 1.68 7.65 -2.84
O 2.54 -4.85 1.01
O -3.06 -3.85 2.15
F -1.12 0.40 -2.59
H -2.08 0.97 -1.74
H 0.48 1.34 1.65
H -1.26 -1.24 1.43
H 1.54 -0.92 1.15
H 0.02 1.89 1.22
H 1.24 -1.68 -0.16
H -0.97 0.69 -1.41
H -0.64 1.71 -1.24
H 1.82 -0.88 -0.63
H 0.60 -1.08 0.93
C 0.27 0.00 -0.10
C 0.78 1.90 -0.16
C -0.09 -0.39 0.06
C 0.02 0.03 -0.04
C -0.21 0.29 0.19
C 1.35 -1.38 -0.75
N -3.41 -1.07 2.75
O 2.51 0.67 -1.29
C 0.24 0.23 0.01
C -0.62 0.41 0.13
C -0.42 -0.61 0.01
H -0.05 -0.12 -0.09
H 0.00 -0.06 0.11
H -0.22 -0.22 0.10
H 0.00 0.04 -0.20
H -0.15 0.01 -0.24
H -0.02 0.00 -0.03
H 0.00 0.05 -0.11
H -0.10 0.02 -0.29
H -0.05 0.07 -0.23
H -0.05 0.02 0.15
H -0.29 0.03 0.08
H -0.10 0.07 -0.03
H 0.07 0.26 -0.10
H 0.13 0.34 0.06
H 0.00 0.07 0.14
H 0.04 -0.09 0.16
H 0.25 -0.29 -0.04
H 0.12 -0.19 -0.17
C -0.12 0.24 0.18
C -2.04 -0.33 0.36
C 0.41 0.10 -0.01
C -0.04 0.03 0.01
C -0.12 -0.40 -0.02
C 0.50 2.00 0.39
N 3.05 -3.37 -0.38
O -1.84 2.05 0.83
C -0.28 0.03 0.18
C -0.11 -0.67 -0.33
C 0.68 0.04 -0.34
H 0.08 0.08 -0.11
H 0.11 -0.08 0.09
H 0.33 -0.09 -0.10
H -0.07 0.12 -0.19
H -0.08 0.10 -0.28
H 0.00 -0.01 -0.04
H -0.07 0.07 -0.07
H -0.09 0.10 -0.28
H -0.12 0.08 -0.19
H 0.05 -0.14 0.08
H 0.09 -0.25 -0.15
H -0.04 -0.07 -0.10
H -0.27 -0.02 -0.02
H -0.32 -0.12 0.13
H -0.02 -0.12 0.10
H 0.11 0.00 0.10
H 0.16 0.33 0.13
H 0.07 0.27 -0.04

Computed properties:
Lowest unoccupied orbital energy (alpha / beta), eV: -0.21 / -0.31
Largest force on an atom, Eh/bohr: 0.1619
Multiplicity: 3
Frontier orbital gap (alpha / beta), eV: 8.69 / 9.22